# 1
DFT (ωB97M-V/def2-TZVPD) results for C21H28I2NRhSb2 as an isolated structure.

## Properties
- LUMO level (eV) = -8.110
- molecular weight (g mol⁻¹) = 894.70
- net charge = +2
- energy above the lowest of the compared OMol25 structures with the same formula, charge and spin (eV) = 0.025
- HOMO-LUMO gap (eV) = 5.8

CARTESIAN COORDINATES (ANGSTROEM)
Rh1 -1.590 -0.370 1.067
I1 -1.790 -0.837 3.881
C1 -2.643 -2.698 3.357
I2 -2.272 -3.002 1.312
H1 -3.713 -2.651 3.521
H2 -2.174 -3.489 3.930
C2 -0.547 -2.480 -1.855
Sb1 -1.284 -0.556 -1.447
C3 -2.732 -0.300 -2.951
C4 0.308 0.688 -2.115
C5 1.531 -0.178 -2.336
C6 1.697 -0.814 -3.560
C7 2.762 -1.678 -3.781
C8 3.665 -1.918 -2.759
C9 3.513 -1.268 -1.541
C10 2.463 -0.381 -1.322
C11 2.420 0.391 -0.021
Sb2 1.042 -0.317 1.418
C12 1.657 0.898 3.031
C13 1.945 -2.155 1.906
H3 -0.352 -2.563 -2.922
H4 -1.283 -3.232 -1.569
H5 0.378 -2.636 -1.301
H6 -2.179 -0.467 -3.875
H7 -3.163 0.698 -2.939
H8 -3.527 -1.035 -2.847
H9 0.434 1.458 -1.360
H10 -0.045 1.145 -3.042
H11 0.988 -0.624 -4.360
H12 2.883 -2.154 -4.745
H13 4.502 -2.586 -2.915
H14 4.245 -1.426 -0.758
H15 2.193 1.450 -0.158
H16 3.384 0.326 0.488
H17 2.728 0.748 3.167
H18 1.141 0.616 3.947
H19 1.459 1.945 2.811
H20 2.949 -1.959 2.280
H21 1.999 -2.784 1.019
H22 1.370 -2.664 2.678
C14 -3.450 0.653 1.150
C15 -2.424 1.650 1.130
C16 -1.946 2.183 -0.093
C17 -1.007 3.197 -0.119
C18 -0.515 3.696 1.084
C19 -0.947 3.187 2.312
C20 -1.880 2.175 2.333
C21 0.447 4.771 1.062
N1 1.221 5.620 1.053
H23 -4.018 0.428 0.257
H24 -3.993 0.437 2.060
H25 -2.384 1.839 -1.020
H26 -0.670 3.623 -1.054
H27 -0.558 3.604 3.231
H28 -2.239 1.797 3.280



# 2
DFT (ωB97M-V/def2-TZVPD) results for C21H28LiN5Sb as an isolated structure.

## Properties
- LUMO level (eV) = -2.138
- molecular weight (g mol⁻¹) = 479.19
- net charge = +1
- energy above the lowest of the compared OMol25 structures with the same formula, charge and spin (eV) = 0.173
- HOMO-LUMO gap (eV) = 9.2

CARTESIAN COORDINATES (ANGSTROEM)
Li1 -0.218 -0.457 -0.415
C1 -1.328 -2.192 3.577
C2 -0.985 -0.742 3.382
C3 -1.684 0.252 4.063
C4 -1.296 1.569 3.918
C5 -0.205 1.858 3.115
C6 0.431 0.815 2.452
N1 0.035 -0.462 2.560
Sb1 2.298 1.177 1.438
C7 2.510 -0.763 0.542
C8 3.738 -1.386 0.714
C9 3.944 -2.639 0.157
C10 2.917 -3.228 -0.554
C11 1.711 -2.551 -0.688
C12 0.555 -3.140 -1.445
N2 1.518 -1.342 -0.147
C13 1.554 2.207 -0.315
C14 1.311 3.574 -0.244
C15 1.005 4.258 -1.409
C16 1.001 3.567 -2.606
C17 1.277 2.202 -2.603
C18 1.368 1.426 -3.888
N3 1.508 1.528 -1.471
H1 -2.403 -2.352 3.657
H2 -0.877 -2.548 4.507
H3 -0.911 -2.803 2.777
H4 -2.512 -0.015 4.706
H5 -1.821 2.358 4.441
H6 0.156 2.875 3.019
H7 4.524 -0.898 1.276
H8 4.893 -3.145 0.276
H9 3.040 -4.203 -1.006
H10 0.829 -4.074 -1.930
H11 0.209 -2.441 -2.210
H12 -0.276 -3.338 -0.766
H13 1.376 4.098 0.702
H14 0.799 5.321 -1.389
H15 0.803 4.076 -3.541
H16 0.669 1.795 -4.639
H17 1.205 0.364 -3.707
H18 2.374 1.527 -4.301
N4 -1.982 -1.184 0.269
C19 -2.799 -0.008 0.640
C20 -3.292 0.741 -0.587
C21 -2.194 1.365 -1.431
N5 -1.316 0.335 -2.023
H19 -2.497 -1.759 -0.391
H20 -1.828 -1.762 1.088
H21 -2.173 0.656 1.245
H22 -3.654 -0.289 1.261
H23 -3.970 1.530 -0.260
H24 -3.891 0.067 -1.211
H25 -1.572 2.017 -0.808
H26 -2.647 1.997 -2.199
H27 -0.725 0.764 -2.725
H28 -1.885 -0.344 -2.520



# 3
DFT (ωB97M-V/def2-TZVPD) results for C21H28N3O2Pd as an isolated structure.

## Properties
- LUMO level (alpha / beta) (eV) = -2.381 / -6.459
- molecular weight (g mol⁻¹) = 460.89
- net charge = +1
- expectation value of S² = 6.02
- 2S+1 = 5
- HOMO-LUMO gap (alpha / beta) (eV) = 9.0 / 4.8

CARTESIAN COORDINATES (ANGSTROEM)
O1 0.470 0.277 -7.073
C1 0.280 1.595 -7.682
C2 0.228 1.055 -9.107
H1 1.135 2.244 -7.464
H2 -0.665 2.058 -7.370
C3 0.350 -0.321 -8.397
H3 1.092 1.335 -9.717
H4 -0.728 1.207 -9.610
C4 1.598 -1.103 -8.738
H5 2.487 -0.478 -8.612
H6 1.547 -1.442 -9.780
H7 1.661 -1.991 -8.092
C5 -0.899 -1.179 -8.529
H8 -1.809 -0.625 -8.267
H9 -0.812 -2.081 -7.907
H10 -0.997 -1.514 -9.570
Pd1 -0.024 -0.128 -0.139
C6 -2.047 -0.722 0.912
C7 -1.867 0.673 1.099
C8 -1.819 1.297 -0.196
H11 -1.817 1.177 2.059
C9 -2.038 0.280 -1.184
C10 -2.154 -0.972 -0.498
H12 -2.320 -1.929 -0.985
H13 -2.125 -1.460 1.705
H14 -1.696 2.356 -0.399
H15 -2.137 0.445 -2.249
C11 0.968 -1.718 1.225
C12 0.165 -2.433 0.283
C13 0.648 -2.150 -1.031
H16 -0.685 -3.068 0.523
C14 1.806 -1.314 -0.903
C15 2.009 -1.058 0.491
H17 2.847 -0.501 0.900
H18 0.827 -1.682 2.302
H19 0.237 -2.530 -1.962
H20 2.423 -0.968 -1.724
O2 0.701 0.682 -2.539
C16 0.077 -0.123 -3.559
C17 -0.510 0.824 -4.582
H21 -0.688 -0.791 -3.135
H22 0.862 -0.769 -3.986
C18 0.436 2.026 -4.484
H23 -1.529 1.118 -4.290
H24 -0.566 0.350 -5.563
C19 0.756 2.046 -2.993
H25 -0.009 2.955 -4.851
H26 1.341 1.809 -5.079
H27 0.007 2.629 -2.436
H28 1.753 2.446 -2.767
N1 0.792 1.454 0.961
C20 1.001 1.718 2.102
N2 1.388 2.263 3.185
C21 1.075 1.952 4.417
N3 0.845 1.755 5.560



# 4
DFT (ωB97M-V/def2-TZVPD) results for C21H28N4O2 in the gas phase.

## Properties
- LUMO level (eV) = 0.242
- molecular weight (g mol⁻¹) = 368.48
- energy above the lowest of the compared OMol25 structures with the same formula, charge and spin (eV) = 0.907
- HOMO-LUMO gap (eV) = 7.8
- SMILES = CCN(CC)CCCNC(=O)/C(=C/c1ccc[nH]1)NC(=O)c1ccccc1

CARTESIAN COORDINATES (ANGSTROEM)
C1 -5.959 -0.321 1.469
H1 -5.898 0.761 1.544
H2 -6.984 -0.604 1.245
H3 -5.688 -0.746 2.432
C2 -5.030 -0.812 0.363
N1 -3.663 -0.364 0.577
C3 -2.940 -1.187 1.535
H4 -3.653 -1.541 2.281
H5 -2.496 -2.075 1.052
C4 -1.854 -0.390 2.251
H6 -2.288 0.503 2.692
H7 -1.061 -0.088 1.572
H8 -1.411 -0.993 3.040
C5 -2.930 -0.178 -0.663
H9 -3.127 -0.985 -1.388
C6 -3.247 1.180 -1.295
C7 -2.185 1.582 -2.320
N2 -0.902 1.807 -1.692
C8 0.103 0.911 -1.772
O1 0.052 -0.082 -2.491
C9 1.318 1.158 -0.933
C10 1.674 2.418 -0.589
C11 2.794 2.984 0.084
C12 3.140 4.335 0.081
C13 4.308 4.471 0.830
C14 4.641 3.211 1.283
N3 3.741 2.327 0.815
H10 3.636 1.357 1.104
H11 5.461 2.898 1.900
H12 4.848 5.377 1.020
H13 2.605 5.118 -0.420
H14 1.009 3.192 -0.951
N4 2.000 -0.064 -0.818
C15 2.642 -0.689 0.194
O2 2.901 -0.179 1.279
C16 3.023 -2.097 -0.106
C17 3.270 -2.557 -1.397
C18 3.635 -3.876 -1.601
C19 3.752 -4.744 -0.527
C20 3.519 -4.288 0.760
C21 3.164 -2.969 0.970
H15 2.986 -2.592 1.966
H16 3.618 -4.960 1.599
H17 4.032 -5.774 -0.695
H18 3.830 -4.227 -2.603
H19 3.206 -1.889 -2.243
H20 1.656 -0.670 -1.568
H21 -0.878 2.502 -0.963
H22 -2.042 0.785 -3.053
H23 -2.488 2.497 -2.839
H24 -4.219 1.159 -1.788
H25 -3.290 1.926 -0.499
H26 -1.866 -0.208 -0.429
H27 -5.089 -1.912 0.285
H28 -5.377 -0.396 -0.585